# 1
A 2-piece molecular cluster, C4H10NO overall at a distorted geometry. Source: the Open Molecules 2025 dataset; level of theory: ωB97M-V/def2-TZVPD.

Results
HOMO level ... -13.6 eV
E ... -288.069587 Eh
ΔE to the lowest compared entry with this formula, charge and spin ... 2.544 eV
Multiplicity ... 1
Gap between HOMO and LUMO ... 8.13 eV
Total charge ... +1

Cartesian coordinates (Å):
C  -1.441  -1.402  1.620
C  -1.135  -0.320  0.562
C  -0.365  -0.773  -0.550
N  0.656  0.060  -1.021
C  0.984  0.071  -2.310
H  -0.615  -2.152  1.461
H  -2.380  -1.935  1.567
H  -1.250  -1.013  2.647
H  -1.199  0.728  0.952
H  -0.444  -1.756  -1.048
H  1.074  0.716  -0.411
H  1.771  0.516  -2.889
H  0.302  -0.553  -2.888
H  0.577  2.784  0.897
H  2.130  2.768  0.834
O  1.335  2.261  0.574

# 2
An isolated ion of composition C4H10NO and charge +1 at a distorted geometry. Source: the Open Molecules 2025 dataset; level of theory: ωB97M-V/def2-TZVPD.

Results
HOMO level ... -15.1 eV
E ... -288.065130 Eh
ΔE to the lowest compared entry with this formula, charge and spin ... 2.666 eV
Multiplicity ... 1
Gap between HOMO and LUMO ... 11.39 eV
Total charge ... +1

Cartesian coordinates (Å):
C  1.018  1.111  0.288
C  0.157  -0.047  0.529
C  0.225  -0.931  1.651
C  -0.895  -0.362  -0.428
N  -0.625  0.382  -1.660
O  1.490  -0.093  -0.417
H  0.779  1.837  -0.392
H  1.627  1.518  1.133
H  -0.579  -1.576  1.627
H  0.364  -0.438  2.682
H  1.068  -1.520  1.448
H  -2.045  -0.221  -0.081
H  -0.797  -1.399  -0.559
H  -1.383  0.205  -2.350
H  0.302  0.125  -1.931
H  -0.707  1.409  -1.539

# 3
A 2-piece molecular cluster, C4H10NO overall at a distorted geometry. Source: the Open Molecules 2025 dataset; level of theory: ωB97M-V/def2-TZVPD.

Results
HOMO level ... -14.4 eV
E ... -287.964572 Eh
ΔE to the lowest compared entry with this formula, charge and spin ... 5.402 eV
Multiplicity ... 1
Gap between HOMO and LUMO ... 6.05 eV
Total charge ... +1

Cartesian coordinates (Å):
C  -1.041  -0.742  1.159
C  -0.004  0.305  0.546
C  -0.649  1.333  -0.367
C  -1.223  0.471  -1.414
O  -2.308  0.507  -1.947
N  2.604  -0.779  0.005
H  -0.519  -1.310  1.919
H  -1.958  -0.288  1.570
H  -1.159  -1.535  0.382
H  0.708  0.756  1.263
H  -1.372  1.946  0.150
H  0.080  2.018  -0.986
H  -0.592  -0.401  -1.735
H  3.249  -0.580  -0.703
H  2.133  -1.678  -0.198
H  2.052  -0.021  0.356